Record 1
Entry from the Open Molecules 2025 dataset: C3H24F9O21S3Zn2 as an isolated structure at a distorted geometry (ωB97M-V/def2-TZVPD).

Output
HOMO-LUMO gap = 0.247 Ha
largest force on an atom = 0.064 Eh/bohr
total energy = -7360.63948 hartree
total charge = +1
energy relative to the best compared isomer or geometry (same formula, charge and spin) = 0.00 kcal per mole

Geometry as XYZ:
```
62
Properties=species:S:1:pos:R:3:forces:R:3
Zn -16.898 4.885 -10.681 -0.39 -0.94 0.05
Zn -20.363 3.611 -7.359 -0.09 0.30 -0.47
C -18.405 0.942 -10.360 -0.41 -0.32 -0.10
F -19.303 -0.017 -10.367 -0.32 -0.26 -0.02
F -17.686 0.818 -9.245 0.43 0.31 -0.24
F -17.644 0.817 -11.443 0.23 0.33 0.31
S -19.311 2.547 -10.340 0.72 0.87 0.80
O -19.632 2.693 -8.933 -0.37 -0.99 0.28
O -18.385 3.595 -10.703 0.63 0.03 -0.64
O -20.412 2.467 -11.210 -1.13 -0.51 -0.79
C -21.559 4.645 -14.203 -0.66 0.02 -0.44
F -20.949 5.825 -13.988 0.10 -0.25 0.17
F -21.020 3.735 -13.346 -0.29 0.37 0.68
F -22.842 4.792 -13.841 0.23 0.09 0.08
S -21.339 3.999 -15.925 -1.19 1.24 -0.24
O -21.247 5.220 -16.683 0.11 -0.47 -0.02
O -20.081 3.288 -15.739 -0.80 -0.29 -1.24
O -22.523 3.202 -16.076 0.43 -0.27 -0.13
C -16.038 4.674 -6.361 0.04 0.22 -0.78
F -15.703 3.434 -6.716 -0.06 -0.17 0.20
F -16.350 4.750 -5.092 -0.02 -0.31 0.35
F -15.025 5.482 -6.627 0.17 0.04 -0.01
S -17.484 5.250 -7.339 -0.79 0.16 -0.07
O -17.070 5.152 -8.755 0.37 -0.17 0.03
O -18.557 4.317 -6.987 0.93 -0.34 0.23
O -17.736 6.565 -6.901 0.03 1.06 0.10
O -20.433 5.644 -11.193 -0.28 -0.36 0.52
H -21.207 6.203 -11.358 0.22 0.05 -0.25
H -20.625 4.812 -11.664 0.19 0.26 -0.17
O -22.242 -2.254 -10.366 0.30 0.13 0.26
H -21.880 -1.369 -10.543 -0.37 -0.26 -0.19
H -22.894 -2.131 -9.670 -0.02 -0.02 -0.08
O -22.261 2.836 -7.511 -0.15 -0.33 -0.04
H -22.874 2.514 -6.837 0.12 0.14 0.04
H -22.561 2.457 -8.358 0.02 0.52 -0.05
O -18.258 -1.094 -13.783 0.05 0.00 0.05
H -18.521 -0.636 -12.979 -0.06 -0.05 -0.12
H -17.601 -0.529 -14.200 -0.03 -0.03 -0.03
O -15.950 -1.067 -7.733 0.09 0.11 0.03
H -15.945 -0.435 -8.456 0.01 -0.09 -0.05
H -15.092 -1.504 -7.781 -0.10 -0.05 0.05
O -21.992 0.168 -11.726 -0.01 0.35 -0.03
H -22.377 0.029 -12.601 0.01 -0.08 0.12
H -21.739 1.099 -11.698 0.06 -0.29 -0.22
O -18.520 3.368 -14.075 2.31 0.59 2.25
H -18.263 2.562 -14.534 -0.12 0.28 -0.14
H -19.332 3.671 -14.540 0.29 -0.51 -0.60
O -19.848 1.978 -6.174 -0.18 -0.43 0.23
H -19.156 1.817 -5.519 0.02 0.25 -0.08
H -20.068 1.112 -6.547 0.00 0.12 0.03
O -20.679 5.333 -8.507 -0.04 -0.02 -0.43
H -20.592 6.265 -8.269 0.00 -0.13 0.19
H -20.528 5.293 -9.500 -0.22 0.16 0.41
O -23.171 3.509 -10.472 0.55 -0.16 0.15
H -23.210 4.415 -10.796 -0.24 -0.05 0.00
H -22.452 3.110 -10.986 -0.27 0.08 -0.02
O -16.849 4.901 -12.644 0.40 0.52 -0.20
H -17.503 4.451 -13.291 -0.41 -0.73 0.16
H -16.231 5.420 -13.178 -0.18 0.00 0.07
O -15.552 3.264 -10.552 0.40 -0.02 -0.02
H -15.079 2.898 -9.790 -0.12 0.21 0.02
H -15.112 2.910 -11.338 -0.14 0.09 0.01
```
Forces are in eV/Å.

Record 2
Entry from the Open Molecules 2025 dataset: a 2-piece molecular cluster, C5H14S overall at a distorted geometry (ωB97M-V/def2-TZVPD).

Output
HOMO-LUMO gap (alpha / beta) = 0.371 / 0.188 Ha
largest force on an atom = 0.031 Eh/bohr
total energy = -596.72334 hartree
<S²> = 0.753
total charge = +1
spin multiplicity = 2
energy relative to the best compared isomer or geometry (same formula, charge and spin) = 20.75 kcal per mole

Geometry as XYZ:
```
20
Properties=species:S:1:pos:R:3:forces:R:3
C 1.647 -0.264 1.387 -0.17 -0.37 0.46
C 1.244 1.203 1.520 -0.36 -0.65 0.26
C 1.932 -0.706 -0.051 -0.10 0.99 0.33
H 2.502 -0.472 2.035 0.21 0.25 -0.21
H 0.894 -0.884 1.880 -0.37 -0.07 -0.36
H 0.341 1.481 0.968 0.18 -0.20 -0.28
H 2.958 -0.446 -0.306 0.22 -0.66 -0.03
H 1.652 -1.739 -0.263 0.38 0.08 -0.07
H 1.398 -0.009 -0.694 -0.54 -0.18 -0.41
H 0.977 1.373 2.553 0.22 0.38 0.39
H 2.043 1.851 1.214 0.35 0.47 -0.06
C -1.557 -0.503 -1.577 -0.61 -0.94 -1.12
C -1.950 0.789 -0.816 1.05 -0.20 -0.31
S -3.043 -1.548 -1.685 0.61 0.28 0.28
H -1.295 -0.369 -2.629 -0.17 0.43 0.08
H -0.731 -1.100 -1.188 -0.15 0.14 0.57
H -1.598 1.576 -1.497 -0.24 0.13 0.63
H -3.011 -1.927 -0.394 -0.20 -0.12 0.11
H -1.405 0.756 0.123 0.01 0.33 0.00
H -2.996 0.937 -0.580 -0.32 -0.09 -0.25
```
Forces are in eV/Å.

Record 3
Entry from the Open Molecules 2025 dataset: C41H40BaClNOPS as an isolated structure at a distorted geometry (ωB97M-V/def2-TZVPD).

Output
HOMO-LUMO gap = 0.152 Ha
largest force on an atom = 0.023 Eh/bohr
total energy = -2941.56921 hartree
total charge = -1

Geometry as XYZ:
```
87
Properties=species:S:1:pos:R:3:forces:R:3
Ba 1.229 0.469 -0.450 -0.35 -0.42 0.53
C 2.413 -3.023 -3.261 -0.14 0.08 -0.01
C 1.001 -2.566 -2.971 0.07 0.09 0.09
C 0.314 -1.719 -3.853 0.05 0.05 0.04
C 1.043 -1.163 -5.057 -0.11 0.01 0.08
C -1.017 -1.371 -3.587 0.03 0.07 0.07
C -1.827 -0.543 -4.557 0.08 -0.07 0.02
C -1.623 -1.798 -2.398 -0.01 0.06 0.05
C -3.004 -1.298 -2.042 0.10 0.00 -0.03
C -0.945 -2.663 -1.531 0.05 0.06 0.06
C -1.640 -3.240 -0.318 0.07 0.03 -0.13
C 0.379 -3.028 -1.804 0.07 0.07 0.08
C 1.156 -3.903 -0.847 -0.06 0.06 -0.15
H 2.498 -4.096 -3.094 0.08 0.01 0.05
H 3.131 -2.531 -2.598 0.07 -0.08 0.00
H 2.702 -2.825 -4.289 0.04 0.00 0.00
H 1.156 -1.914 -5.842 0.06 0.04 -0.04
H 2.038 -0.819 -4.773 0.05 -0.06 -0.07
H 0.526 -0.307 -5.480 0.00 0.00 -0.02
H -1.423 -0.591 -5.565 -0.01 0.01 -0.02
H -1.856 0.503 -4.244 -0.10 -0.06 -0.08
H -2.852 -0.908 -4.609 -0.03 0.02 0.02
H -3.782 -1.978 -2.402 -0.05 0.03 0.03
H -3.183 -0.316 -2.475 -0.03 0.01 0.00
H -3.105 -1.192 -0.964 -0.05 -0.03 -0.01
H -1.374 -4.290 -0.198 0.02 0.00 0.06
H -2.721 -3.188 -0.419 -0.01 0.03 0.05
H -1.359 -2.709 0.595 -0.05 -0.08 0.02
H 1.171 -4.941 -1.195 0.02 -0.03 0.04
H 0.728 -3.889 0.151 0.06 -0.01 0.03
H 2.190 -3.572 -0.757 -0.01 -0.03 0.07
C 0.091 5.296 5.086 -0.03 0.02 0.02
C -0.747 4.191 5.112 -0.04 0.02 0.06
C -0.902 3.404 3.981 -0.02 0.01 -0.12
C -0.219 3.719 2.810 0.33 -0.04 -0.07
C 0.626 4.828 2.795 -0.10 -0.08 -0.02
C 0.775 5.618 3.923 0.03 0.07 -0.05
P -0.269 2.699 1.278 -0.68 0.25 0.53
C -1.066 1.182 1.902 0.34 -0.24 -0.51
C -0.302 0.361 2.782 0.12 0.12 -0.17
C -0.843 -0.880 3.177 0.05 -0.14 0.11
C -2.066 -1.297 2.690 0.03 0.10 0.09
C -2.798 -0.510 1.803 -0.07 0.04 -0.01
C -2.287 0.721 1.415 -0.09 -0.16 0.11
C -1.673 3.459 0.395 0.09 0.11 -0.15
C -2.651 4.180 1.032 0.16 -0.02 -0.03
C -3.688 4.775 0.292 -0.09 0.01 -0.08
C -3.710 4.664 -1.071 -0.09 0.04 0.06
C -2.724 3.917 -1.756 0.13 -0.12 0.16
C -2.733 3.795 -3.165 0.06 -0.02 -0.10
C -1.760 3.064 -3.783 -0.09 0.09 -0.17
C -0.777 2.389 -3.024 0.11 0.02 0.33
C -0.709 2.434 -1.643 0.53 -0.45 0.02
C -1.695 3.262 -1.016 -0.19 0.17 -0.14
H 0.220 5.900 5.975 0.00 -0.01 0.01
H -1.275 3.929 6.020 0.02 -0.01 0.01
H -1.547 2.535 4.006 0.02 -0.03 0.04
H 1.168 5.057 1.883 0.06 0.06 0.05
H 1.439 6.473 3.898 0.00 0.00 0.02
H 1.172 1.721 3.095 0.03 0.03 0.18
H -0.270 -1.495 3.859 -0.03 -0.02 0.00
H -2.464 -2.252 3.014 0.02 -0.03 -0.01
H -3.755 -0.849 1.429 -0.01 0.02 0.01
H -2.857 1.352 0.745 0.01 -0.03 -0.06
H -2.632 4.304 2.107 0.04 0.01 0.02
H -4.464 5.323 0.812 0.01 0.04 -0.03
H -4.491 5.149 -1.647 -0.01 -0.02 0.00
H -3.511 4.293 -3.734 0.01 0.01 -0.01
H -1.747 2.989 -4.867 -0.03 0.00 0.00
H -0.037 1.810 -3.580 -0.05 -0.04 -0.06
Cl 5.608 -6.749 1.716 0.02 -0.13 -0.02
C 4.912 -5.156 1.515 -0.02 0.10 -0.03
C 3.712 -4.836 2.136 0.05 -0.06 -0.06
C 3.189 -3.566 2.012 0.02 0.04 -0.03
C 3.850 -2.544 1.285 0.18 0.05 0.08
C 3.374 -1.201 1.266 -0.73 0.42 -0.85
C 5.049 -2.932 0.635 -0.10 -0.01 0.01
C 5.576 -4.202 0.757 -0.02 -0.13 0.01
H 3.207 -5.586 2.733 -0.03 0.01 0.00
H 2.269 -3.316 2.528 0.01 0.01 0.03
H 4.137 -0.448 1.067 0.08 0.01 0.13
H 2.714 -0.937 2.091 0.10 0.06 0.12
H 5.587 -2.189 0.055 0.02 0.01 0.01
H 6.515 -4.459 0.282 0.00 0.01 -0.02
O 2.855 1.143 4.843 0.38 0.44 -0.04
S 1.741 0.130 4.671 -0.36 -0.66 0.22
N 0.920 0.748 3.209 -0.09 0.14 -0.41
```
Forces are in eV/Å.

Record 4
Entry from the Open Molecules 2025 dataset: C16H53Fe2O21P as an isolated structure at a distorted geometry (ωB97M-V/def2-TZVPD).

Output
HOMO-LUMO gap (alpha / beta) = 0.286 / 0.266 Ha
largest force on an atom = 0.041 Eh/bohr
total energy = -5090.36660 hartree
<S²> = 20.014
spin multiplicity = 9

Geometry as XYZ:
```
93
Properties=species:S:1:pos:R:3:forces:R:3
Fe -0.331 -2.000 -0.418 -1.19 -1.50 -0.05
Fe -1.385 1.426 1.256 0.06 -0.23 0.09
O -2.126 -2.598 -0.955 0.80 -0.42 0.33
H -2.717 -1.897 -1.192 -0.26 0.28 -0.16
P 0.557 0.414 -0.258 -1.53 -0.46 0.90
O 1.366 -0.898 -0.022 0.16 1.15 -0.31
O 0.612 1.429 0.911 1.60 0.18 -0.62
O -0.939 -0.066 0.020 0.02 0.24 -0.90
O 0.655 0.943 -1.682 0.58 -0.08 0.09
C -0.849 3.119 -4.427 -0.50 0.51 -0.60
C -0.031 3.903 -3.414 0.20 -0.64 0.32
O -0.152 3.398 -2.076 -0.09 -0.36 -0.27
O -0.507 1.745 -4.552 0.12 0.42 0.39
H -0.694 3.585 -5.410 0.25 -0.09 0.09
H -1.929 3.252 -4.263 0.11 -0.27 0.42
H -0.357 4.940 -3.377 0.01 0.06 -0.17
H 1.023 3.840 -3.701 0.01 0.19 -0.02
H 0.165 2.451 -2.040 -0.03 0.61 0.24
H -0.156 1.464 -3.697 -0.07 -0.26 -0.08
C 1.052 -2.449 -3.013 0.02 0.58 -0.29
C 0.678 -3.813 -2.493 0.44 -0.52 0.47
O 0.634 -3.814 -1.036 0.13 0.32 -0.72
O 0.005 -1.537 -2.688 0.16 0.01 0.38
H 1.203 -2.452 -4.097 -0.23 -0.36 -0.04
H 2.017 -2.115 -2.613 -0.14 -0.09 0.38
H 1.461 -4.515 -2.797 -0.22 -0.05 -0.18
H -0.310 -4.151 -2.807 0.11 0.18 -0.33
H 1.119 -4.561 -0.683 0.02 0.03 0.17
H 0.336 -0.621 -2.565 0.12 -0.16 -0.16
C -0.756 4.261 1.314 0.63 -0.96 0.12
C -1.488 4.002 2.611 -0.23 -0.43 -0.08
O -1.268 2.602 2.997 0.00 1.12 -0.18
O -1.258 3.340 0.330 -0.33 1.18 0.27
H 0.299 4.007 1.474 0.04 0.36 -0.03
H -0.863 5.293 0.984 -0.09 0.04 0.09
H -2.565 4.119 2.452 0.04 0.21 0.17
H -1.124 4.617 3.431 -0.03 0.27 -0.19
H -1.532 2.519 3.917 -0.03 -0.34 -0.04
H -0.783 3.512 -0.529 -0.31 -0.30 -0.02
C 2.037 -0.514 5.031 0.72 -0.18 0.00
C 1.454 0.069 3.775 -0.36 0.25 -0.25
O 1.275 -0.884 2.738 0.10 -0.26 0.49
O 1.023 -1.076 5.854 -0.20 0.12 -0.07
H 2.598 0.276 5.545 -0.28 0.05 0.17
H 2.781 -1.275 4.767 -0.10 -0.02 -0.13
H 2.096 0.877 3.419 0.03 -0.01 -0.01
H 0.473 0.505 4.014 0.09 0.10 0.10
H 1.564 -0.498 1.900 -0.12 -0.21 -0.07
H 1.422 -1.348 6.685 0.00 -0.06 0.00
C -1.103 -3.790 2.340 0.27 -0.69 1.96
C -1.734 -4.844 1.470 -0.21 0.73 -1.11
O -2.839 -4.364 0.732 -0.16 -0.67 0.86
O -0.203 -2.950 1.645 -0.02 0.34 0.19
H -0.578 -4.287 3.180 0.44 -0.20 -0.55
H -1.836 -3.249 2.961 -0.40 0.38 -0.83
H -2.030 -5.700 2.074 -0.22 0.07 0.08
H -0.960 -5.195 0.769 0.09 -0.10 0.17
H -2.559 -3.667 0.076 0.01 0.07 -0.19
H 0.249 -2.375 2.300 0.04 0.15 -0.45
C -3.632 -0.351 2.267 0.43 -0.62 0.51
C -3.971 0.136 0.883 0.46 1.18 0.42
O -3.451 1.508 0.753 -0.49 -0.73 0.47
O -2.213 -0.122 2.539 -1.43 -0.34 0.12
H -3.813 -1.427 2.353 -0.04 0.00 -0.39
H -4.213 0.101 3.076 -0.08 0.42 -0.31
H -5.049 0.208 0.772 -0.02 -0.52 -0.28
H -3.438 -0.438 0.132 -0.33 -0.29 -0.06
H -4.132 2.070 0.375 0.26 0.17 -0.22
H -2.067 -0.631 3.344 0.70 0.19 -0.05
C 3.726 0.356 -3.226 0.30 0.62 0.31
O 2.987 1.570 -3.076 -0.29 -0.69 0.17
H 3.367 -0.216 -4.086 0.08 -0.13 0.02
H 4.772 0.634 -3.363 -0.05 -0.08 -0.28
H 3.712 -0.236 -2.304 -0.20 -0.12 -0.11
H 2.172 1.294 -2.611 0.28 0.45 -0.11
C 4.094 -2.714 0.003 0.05 0.13 -0.14
O 4.005 -1.313 0.089 -0.58 0.24 0.16
H 4.223 -3.034 -1.040 0.04 -0.08 0.01
H 4.968 -3.030 0.574 -0.02 -0.18 -0.01
H 3.200 -3.209 0.396 0.03 -0.01 0.11
H 3.045 -1.078 0.119 0.72 -0.16 -0.23
C -3.069 0.245 -2.666 -0.22 0.50 0.74
O -4.237 1.047 -2.886 0.13 -0.01 0.00
H -2.553 0.664 -1.797 0.09 0.16 -0.32
H -3.360 -0.752 -2.343 -0.02 -0.29 -0.55
H -2.401 0.251 -3.525 0.02 -0.21 0.01
H -4.625 0.771 -3.721 -0.03 0.03 0.02
C 3.583 2.599 0.269 -0.32 -0.23 -0.61
O 2.882 2.701 1.496 -0.21 -0.12 0.09
H 4.251 1.732 0.193 -0.11 -0.04 0.33
H 2.857 2.502 -0.546 0.17 0.07 -0.14
H 4.187 3.482 0.053 -0.11 0.15 0.30
H 2.001 2.273 1.338 0.73 0.28 0.17
```
Forces are in eV/Å.